No. 1
C31H36InN5O2 as an isolated structure, computed with the ωB97M-V functional and the def2-TZVPD basis.

Geometry as XYZ:
```
75
Properties=species:S:1:pos:R:3:mulliken_charge:R:1
In 0.07 -0.30 0.17 0.8902
C -1.79 3.51 2.65 -0.9927
C -1.39 2.74 1.55 -0.0820
N -0.28 2.04 1.52 0.0288
C 0.53 2.02 2.59 0.3481
C 0.18 2.72 3.78 1.2748
C -1.00 3.49 3.77 -0.7650
C 1.01 2.64 4.92 -0.8399
C 2.13 1.85 4.86 -0.8985
C 2.51 1.20 3.70 -0.9072
C 1.78 1.30 2.50 0.0472
N 2.08 0.86 1.27 -0.0591
C 3.27 0.50 0.74 0.1322
C 4.50 0.30 1.38 -0.9821
C 5.67 0.05 0.68 -1.0524
C 5.70 0.02 -0.70 -0.9416
C 4.51 0.21 -1.41 1.2747
C 4.47 0.24 -2.81 -0.7033
C 3.27 0.38 -3.46 -1.1269
C 2.11 0.48 -2.68 -0.2194
N 2.13 0.50 -1.37 0.1793
C 3.28 0.38 -0.70 0.7422
H -2.70 4.09 2.61 0.4600
H -2.00 2.70 0.66 0.4940
H -1.27 4.05 4.65 0.4015
H 0.76 3.19 5.81 0.3709
H 2.76 1.75 5.74 0.3733
H 3.39 0.58 3.75 0.4378
H 4.59 0.34 2.45 0.0442
H 6.58 -0.13 1.23 0.3740
H 6.62 -0.13 -1.24 0.3665
H 5.40 0.17 -3.36 0.3934
H 3.21 0.42 -4.54 0.4387
H 1.14 0.54 -3.15 0.5698
O -0.90 -2.50 2.04 -0.4673
C -2.22 -2.06 2.29 -0.2206
C -3.25 -2.78 1.43 -0.8136
C -3.07 -2.47 -0.06 -0.2969
C -3.58 -1.11 -0.43 0.0065
C -4.91 -0.75 -0.23 -0.5310
C -5.30 0.54 -0.56 -1.1039
C -4.39 1.40 -1.13 -0.4226
C -3.07 0.95 -1.34 0.1807
N -2.70 -0.28 -0.96 0.5095
H -0.89 -3.46 2.09 0.3034
H -2.22 -0.99 2.08 -0.0027
H -2.47 -2.21 3.36 0.3580
H -4.25 -2.47 1.75 0.4106
H -3.17 -3.86 1.59 0.4036
H -3.61 -3.21 -0.66 0.3568
H -2.01 -2.51 -0.31 -0.1460
H -5.60 -1.45 0.20 0.5083
H -6.30 0.88 -0.34 0.4162
H -4.68 2.41 -1.38 0.3997
H -1.16 1.21 -1.77 -0.9010
C -1.02 -2.42 -3.25 -0.7056
O -0.16 -2.10 -2.18 -0.2297
H -1.38 -3.45 -3.18 0.2937
H -0.52 -2.27 -4.22 0.3229
H -1.87 -1.74 -3.18 0.1644
H 0.61 -2.67 -2.22 0.1792
C -3.18 2.62 -3.85 -1.7422
C -2.07 2.80 -2.80 1.7687
C -2.25 4.12 -2.04 -1.6242
C -0.71 2.82 -3.50 -1.9603
N -2.05 1.68 -1.87 0.8651
H -2.93 3.19 -4.74 0.4671
H -4.14 2.96 -3.49 0.3892
H -3.27 1.57 -4.12 0.3254
H -2.20 4.96 -2.72 0.4953
H -1.46 4.23 -1.30 0.3478
H -3.20 4.15 -1.52 0.2867
H -0.65 3.68 -4.16 0.5323
H -0.58 1.93 -4.10 0.3725
H 0.09 2.89 -2.77 0.4325
```

Its LUMO energy is 0.423 eV. The HOMO energy comes out at -0.216 Ha. For the energy above the lowest of the compared OMol25 structures with the same formula, charge and spin, the calculation gives 58.2 kJ/mol. The frontier orbital gap is 6.300 eV. As for the net charge: 0.



No. 2
C14H25N3O3S as an isolated structure, computed with the ωB97M-V functional and the def2-TZVPD basis.

Geometry as XYZ:
```
46
Properties=species:S:1:pos:R:3:mulliken_charge:R:1
C -1.88 3.94 0.31 -2.0173
C -2.93 2.98 0.41 1.1117
N -3.64 2.70 1.35 -0.4746
N -3.34 3.28 2.59 0.0794
C -3.92 3.03 3.77 0.4593
N -4.88 1.80 3.56 -0.4275
H -5.50 1.44 4.38 0.2029
H -4.97 1.56 2.52 0.2894
S -3.76 3.75 4.99 -0.5723
H -2.67 4.02 2.72 0.2092
C -3.15 2.01 -1.07 -1.9721
H -4.01 1.66 -0.96 0.5601
H -2.91 2.78 -1.64 0.7043
C -2.18 0.87 -1.04 0.6671
C -0.61 1.32 -1.47 -1.9464
H -0.71 1.96 -2.06 1.3757
H 0.03 1.36 -0.47 0.0942
C -0.29 -0.11 -2.21 0.7899
C 0.35 -0.95 -1.49 -0.7210
O 1.59 -0.60 -1.03 -0.4012
C 2.50 -1.24 -0.15 -0.9735
C 3.07 -2.67 -0.87 -0.7927
H 2.27 -3.17 -1.30 0.6284
H 3.67 -2.28 -1.62 0.3575
C 4.00 -3.10 -0.02 1.1307
C 4.33 -4.54 -0.48 -2.2436
H 3.62 -5.17 -0.65 0.5579
H 4.90 -5.15 0.06 0.6854
H 5.03 -4.51 -1.33 0.4536
C 5.13 -2.56 0.75 -1.6390
H 5.75 -3.11 1.22 0.5537
H 4.98 -1.57 1.24 0.2529
H 5.73 -2.20 -0.18 0.3043
H 3.42 -3.56 1.16 0.0406
H 1.83 -1.66 0.76 0.3054
H 3.02 -0.60 0.13 0.6220
H 0.66 -1.80 -2.07 0.2959
H -0.32 -1.56 -0.50 0.0439
H 0.29 0.20 -3.18 0.3052
O -1.55 -0.72 -2.86 -0.4389
C -2.68 -0.21 -1.89 0.3593
O -3.75 -0.77 -2.27 -0.5905
H -2.02 0.29 -0.01 0.3663
H -2.15 4.88 0.68 0.6163
H -0.88 3.76 0.83 0.3388
H -1.48 4.18 -0.62 0.4494
```

Its LUMO energy is 0.307 eV. The HOMO energy comes out at -0.327 Ha. For the energy above the lowest of the compared OMol25 structures with the same formula, charge and spin, the calculation gives 1667.0 kJ/mol. The frontier orbital gap is 9.215 eV. As for the net charge: 0.